This record from OMol25 describes a cluster of 2 separate species, C10H25ClN5OS in total in a non-equilibrium geometry. The level of theory is ωB97M-V/def2-TZVPD.

Positions of all 43 atoms, in Å:
1 C 0.03007 -1.55224 1.74444
2 C 0.37188 -0.27982 0.98835
3 N -0.58553 0.04004 -0.08164
4 C -0.05001 0.21931 -1.41354
5 C -0.15441 1.71379 -1.77313
6 N -1.55981 2.11165 -1.63010
7 C -2.43366 1.32429 -2.31185
8 N -3.63102 1.85664 -2.55151
9 Cl -4.91573 1.00350 -3.21570
10 N -2.17369 0.06081 -2.69728
11 C -0.79266 -0.49777 -2.54425
12 C -0.83421 -2.02116 -2.48854
13 N -1.54197 -2.56675 -1.34306
14 C -2.99251 -2.74182 -1.52098
15 H -0.08223 -2.40828 1.08366
16 H -0.90111 -1.42885 2.29777
17 H 0.80597 -1.75336 2.47957
18 H 0.38812 0.53499 1.70549
19 H 1.38949 -0.34767 0.60372
20 H -1.36043 -0.60428 -0.07860
21 H 1.00058 -0.06766 -1.47096
22 H 0.13314 1.87041 -2.81129
23 H 0.45819 2.32722 -1.12363
24 H -1.82506 2.23712 -0.65823
25 H -3.80766 2.81413 -2.29563
26 H -2.55011 -0.15261 -3.61626
27 H -0.25220 -0.26211 -3.46392
28 H 0.20519 -2.34251 -2.47057
29 H -1.26301 -2.39536 -3.42941
30 H -1.12577 -3.45084 -1.10116
31 H -3.26801 -3.79440 -1.50355
32 H -3.53163 -2.25115 -0.71169
33 H -3.32392 -2.31807 -2.46529
34 C 4.58533 2.63614 3.49025
35 S 3.73443 1.11245 3.07008
36 O 2.30662 1.46785 2.82709
37 C 3.81441 0.38680 4.70981
38 H 4.60336 3.26247 2.60127
39 H 4.04657 3.14306 4.29019
40 H 5.60540 2.40677 3.79705
41 H 3.32918 1.05092 5.42440
42 H 4.85683 0.22292 4.98141
43 H 3.29162 -0.56655 4.67723

Forces on the atoms, in the same order (eV/Å):
-0.1 0.1 0.0
-0.2 0.1 0.4
-0.1 -0.1 -0.1
-0.2 0.5 -0.1
0.0 -0.5 0.0
0.0 -0.3 -0.2
-0.2 -0.5 0.3
0.0 -0.1 0.1
0.0 -0.1 0.0
1.0 1.2 -0.7
0.0 -0.2 0.2
-0.4 0.0 0.2
-0.1 0.0 -0.2
0.2 0.0 0.3
0.1 -0.1 -0.1
-0.1 0.0 0.0
0.1 -0.1 0.0
0.2 0.1 0.0
0.0 0.0 -0.3
0.2 -0.4 0.0
0.1 -0.2 0.0
0.1 0.2 0.0
0.0 0.1 0.1
-0.1 0.2 0.0
0.0 0.2 0.0
-0.5 -0.4 0.3
0.0 0.1 -0.1
0.1 -0.1 0.1
0.1 0.1 -0.1
0.1 -0.1 0.1
0.0 -0.1 -0.1
-0.1 0.1 0.0
-0.1 0.0 -0.1
0.0 0.1 0.0
0.0 0.0 0.0
0.0 0.0 0.0
0.0 0.0 0.1
0.0 0.0 0.0
0.0 0.0 0.0
0.0 0.0 0.0
0.0 0.0 0.0
0.0 0.0 0.0
0.0 0.0 0.0

HOMO energy, eV: -11.0
Calculated total energy, eV: -43623.4644
Charge: +1
Multiplicity: 1
Frontier orbital gap, eV: 8.236
Max |F|, eV Å⁻¹: 1.7